(1)
{"formula": "C41H55N7O3", "method": "wB97M-V/def2-TZVPD", "species": ["C", "C", "C", "C", "O", "N", "C", "C", "N", "N", "C", "N", "O", "H", "H", "H", "H", "H", "H", "H", "H", "H", "H", "H", "H", "C", "O", "C", "C", "C", "C", "C", "N", "C", "C", "C", "C", "C", "C", "C", "C", "C", "C", "C", "C", "N", "N", "C", "C", "C", "C", "C", "C", "C", "C", "C", "C", "C", "C", "C", "C", "C", "C", "H", "H", "H", "H", "H", "H", "H", "H", "H", "H", "H", "H", "H", "H", "H", "H", "H", "H", "H", "H", "H", "H", "H", "H", "H", "H", "H", "H", "H", "H", "H", "H", "H", "H", "H", "H", "H", "H", "H", "H", "H", "H", "H"], "positions_angstrom": [[-2.2069, 2.8776, -5.1364], [-1.1745, 1.7959, -5.0460], [-0.3086, 1.6864, -3.9665], [0.8907, 0.8574, -4.1454], [1.0839, -0.2723, -3.6526], [1.8680, 1.4218, -4.9652], [3.1014, 0.6944, -5.1016], [2.0449, 2.8644, -5.0417], [-0.9984, 0.8710, -6.0321], [-1.7043, 0.9907, -7.0931], [-2.0510, -0.2638, -7.6657], [-2.8744, 0.0425, -8.7266], [-1.7622, -1.3846, -7.2979], [-1.7684, 3.8850, -5.1743], [-2.8008, 2.7372, -6.0531], [-2.8798, 2.8418, -4.2723], [-0.4313, 2.3571, -3.1203], [2.9048, -0.3373, -5.3943], [3.7041, 1.2105, -5.8487], [3.6423, 0.7027, -4.1490], [1.1298, 3.3624, -5.4000], [2.3408, 3.2866, -4.0597], [2.8684, 3.0619, -5.7352], [-2.8239, 0.9687, -9.1012], [-3.1551, -0.7110, -9.3134], [2.8811, 5.6786, -1.3788], [2.1998, 5.4531, -0.1250], [1.5974, 4.2474, 0.0629], [1.6052, 3.2059, -0.8982], [1.0941, 1.9628, -0.5579], [0.4980, 1.7429, 0.7071], [-0.0176, 0.4375, 1.0294], [0.1374, -0.1201, 2.2943], [0.9989, 0.3002, 3.3672], [0.4667, 0.4050, 4.6620], [-0.9539, -0.0423, 5.0232], [-1.8664, 1.1453, 5.3192], [-0.9536, -1.0935, 6.1320], [1.2754, 0.9643, 5.6533], [2.5973, 1.3098, 5.3924], [3.1520, 1.0899, 4.1347], [2.3728, 0.5309, 3.1217], [3.0484, 0.0511, 1.8356], [3.7763, -1.2747, 2.0589], [3.9509, 1.1130, 1.2190], [-0.5307, -1.2951, 2.3878], [-1.0021, -1.5352, 1.1438], [-1.7578, -2.7477, 0.9251], [-3.0395, -2.8925, 1.4995], [-3.6876, -1.7357, 2.2560], [-4.6707, -2.1786, 3.3464], [-4.3515, -0.7630, 1.2863], [-3.7233, -4.0975, 1.3341], [-3.1409, -5.1661, 0.6459], [-1.8514, -5.0366, 0.1363], [-1.1348, -3.8507, 0.3178], [0.3450, -3.8234, -0.0666], [0.5349, -3.9697, -1.5721], [1.1227, -4.8834, 0.7149], [-0.6986, -0.4816, 0.2437], [-1.0349, -0.4377, -1.0990], [0.4224, 2.8251, 1.6293], [0.9904, 4.0427, 1.3315], [3.3690, 6.6444, -1.2442], [3.6262, 4.8861, -1.5608], [2.1502, 5.7236, -2.2021], [2.0501, 3.3718, -1.8843], [1.1728, 1.1264, -1.2559], [-1.3447, -0.5492, 4.1364], [-1.8827, 1.8250, 4.4566], [-2.8924, 0.8041, 5.5058], [-1.5286, 1.7115, 6.1983], [-0.3276, -1.9420, 5.8334], [-0.5824, -0.6996, 7.0863], [-1.9691, -1.4700, 6.2887], [0.8511, 1.1210, 6.6487], [3.2191, 1.7297, 6.1823], [4.2042, 1.3121, 3.9345], [2.2483, -0.1418, 1.1150], [3.0730, -2.0351, 2.4221], [4.2083, -1.6357, 1.1188], [4.5834, -1.1604, 2.7950], [3.4442, 2.0846, 1.1989], [4.8908, 1.2087, 1.7765], [4.1939, 0.8374, 0.1851], [-2.8567, -1.2195, 2.7565], [-4.2170, -2.9228, 4.0144], [-4.9774, -1.3125, 3.9485], [-5.5790, -2.6065, 2.9030], [-3.6457, -0.4372, 0.5143], [-5.2027, -1.2486, 0.7907], [-4.7242, 0.1185, 1.8197], [-4.7343, -4.2125, 1.7391], [-3.6877, -6.1035, 0.5154], [-1.3689, -5.8691, -0.3890], [0.7303, -2.8411, 0.2220], [0.0951, -3.1109, -2.0923], [1.5997, -4.0168, -1.8259], [0.0572, -4.8894, -1.9288], [0.9710, -4.7429, 1.7910], [0.7779, -5.8893, 0.4490], [2.1964, -4.8176, 0.5090], [-1.5708, -1.2724, -1.5152], [-0.8205, 0.4851, -1.6124], [-0.0951, 2.6791, 2.5763], [1.0036, 4.8498, 2.0585]], "forces_ev_per_angstrom": [[-0.7, 0.1, -0.2], [1.7, 1.7, 2.2], [-1.9, 0.6, -2.2], [2.2, -2.5, 0.4], [-0.8, 2.3, -0.8], [-0.8, 0.2, 0.4], [0.2, -0.3, 0.2], [-0.3, 0.3, 0.1], [-1.3, -1.8, -2.3], [0.8, 0.9, 3.2], [0.4, -1.1, -1.5], [0.4, -0.5, 0.6], [-0.3, 1.1, -0.1], [0.0, -0.4, 0.0], [0.2, 0.1, 0.4], [0.1, 0.0, -0.1], [0.1, -0.2, 0.0], [0.1, 0.1, 0.1], [0.0, -0.3, 0.0], [0.2, -0.2, 0.0], [0.4, -0.1, 0.2], [-0.2, 0.0, -0.4], [-0.3, 0.1, 0.0], [-0.1, 0.2, 0.0], [-0.1, -0.3, -0.3], [-0.4, -0.2, 0.7], [0.1, 0.0, -0.6], [-0.1, -0.8, 0.1], [0.2, 0.9, 0.5], [-0.4, -0.2, 0.7], [0.4, 1.0, -0.6], [1.0, 0.3, 2.6], [-1.8, -1.8, -1.7], [0.3, -0.2, 0.7], [-0.3, 0.3, 0.1], [0.1, 0.0, -0.6], [0.0, 0.2, 0.0], [0.1, 0.0, 0.0], [0.2, -0.1, 0.0], [0.1, 0.2, 0.0], [-0.3, -0.3, 0.0], [-0.1, -0.3, -0.4], [-0.6, 0.3, -0.2], [0.0, -0.1, 0.2], [0.1, 0.1, -0.1], [1.8, 0.7, 0.0], [0.2, 0.9, 0.2], [0.0, -0.6, 0.5], [-0.3, 0.3, -0.2], [0.4, -0.1, 0.2], [0.1, 0.0, -0.1], [0.0, 0.1, -0.2], [0.1, -0.2, -0.1], [0.1, 0.2, -0.1], [-0.3, 0.0, 0.1], [0.4, 0.2, -0.1], [-0.2, 0.4, 0.0], [-0.1, 0.0, -0.2], [-0.1, 0.0, 0.2], [-1.4, -1.4, -2.1], [0.2, 0.0, 1.8], [0.0, -0.8, -0.6], [0.5, 0.2, -0.9], [0.0, -0.2, -0.2], [-0.2, 0.3, 0.0], [0.3, 0.0, 0.2], [-0.2, -0.1, 0.4], [-0.1, 0.2, 0.2], [0.0, 0.2, 0.4], [-0.1, -0.1, 0.2], [0.2, 0.1, 0.0], [-0.1, -0.1, -0.2], [-0.1, 0.1, 0.1], [0.0, -0.1, -0.1], [0.1, 0.1, 0.0], [0.2, -0.1, -0.3], [-0.2, 0.0, -0.1], [-0.4, -0.1, 0.2], [0.2, 0.0, 0.0], [0.2, 0.1, 0.0], [0.0, 0.1, 0.1], [-0.1, -0.1, -0.1], [0.1, -0.1, 0.0], [-0.1, 0.1, -0.1], [0.0, 0.0, 0.2], [-0.3, 0.0, -0.1], [-0.1, 0.1, -0.1], [0.1, -0.2, -0.2], [0.1, 0.1, 0.2], [-0.1, 0.0, 0.1], [0.1, 0.1, 0.0], [0.0, -0.1, -0.1], [0.5, 0.1, -0.1], [0.1, 0.3, 0.1], [-0.2, 0.3, 0.3], [0.0, -0.1, 0.0], [0.1, -0.2, 0.0], [-0.1, 0.0, 0.0], [0.1, 0.1, 0.0], [0.0, -0.1, -0.1], [0.1, 0.1, 0.1], [-0.2, 0.0, 0.0], [-0.1, 0.1, -0.4], [-0.1, -0.3, -0.3], [0.2, 0.0, -0.1], [-0.1, -0.1, -0.2]], "orbital_gap_ev": 4.53, "multiplicity": 1, "lumo_energy_ev": -1.2}



(2)
{"formula": "C14H38N6O8", "method": "wB97M-V/def2-TZVPD", "species": ["C", "C", "N", "O", "H", "H", "H", "H", "H", "C", "C", "N", "O", "H", "H", "H", "H", "H", "C", "C", "N", "O", "H", "H", "H", "H", "H", "C", "C", "N", "O", "H", "H", "H", "H", "H", "C", "C", "N", "O", "H", "H", "H", "H", "H", "C", "C", "N", "O", "H", "H", "H", "H", "H", "C", "O", "H", "H", "H", "H", "C", "O", "H", "H", "H", "H"], "positions_angstrom": [[3.1426, 0.3376, 4.8718], [2.9585, 1.5404, 3.9806], [3.4114, 1.3540, 2.6967], [2.4843, 2.5598, 4.4157], [3.1871, -0.6240, 4.3590], [2.3255, 0.3032, 5.5756], [4.0654, 0.4949, 5.4197], [3.6684, 0.4012, 2.4806], [3.2478, 2.0081, 1.9458], [-1.0462, 0.9355, 4.2431], [-0.8402, -0.3400, 5.0591], [-0.4771, -0.1112, 6.3294], [-1.0281, -1.4340, 4.5761], [-1.9961, 1.4252, 4.4103], [-1.0059, 0.7282, 3.1755], [-0.2773, 1.7150, 4.3925], [-0.3566, 0.8237, 6.6829], [-0.4993, -0.9055, 6.9553], [0.8568, -1.8716, -3.2851], [1.9746, -2.7470, -2.7989], [3.1184, -2.6605, -3.5054], [1.8611, -3.4590, -1.8234], [0.3417, -1.4560, -2.4213], [0.1323, -2.4268, -3.8958], [1.2186, -1.0311, -3.8788], [3.9028, -3.2235, -3.2236], [3.1564, -2.1284, -4.3744], [-2.3339, -3.1424, 1.1680], [-1.2067, -2.7720, 0.2465], [-0.2481, -3.6821, 0.0946], [-1.2534, -1.7109, -0.3512], [-2.2189, -4.0167, 1.7996], [-3.1650, -3.3504, 0.4851], [-2.5684, -2.2754, 1.7724], [0.5212, -3.5732, -0.5583], [-0.3543, -4.5351, 0.6356], [-5.2509, -0.9004, -3.3293], [-4.2369, -0.8870, -2.1695], [-2.9673, -1.1538, -2.5863], [-4.5374, -0.8534, -0.9996], [-5.2856, -1.9317, -3.7149], [-5.0439, -0.2574, -4.1775], [-6.2562, -0.6926, -2.9717], [-2.3285, -1.2295, -1.8155], [-2.6389, -1.2522, -3.5354], [-2.2920, 2.7974, -2.3304], [-1.0286, 3.3962, -2.9777], [0.1198, 2.6375, -2.8470], [-1.0287, 4.3799, -3.6458], [-2.1577, 1.8178, -1.8882], [-3.0889, 2.6982, -3.0603], [-2.7161, 3.4531, -1.5578], [0.0625, 1.9681, -2.0915], [0.9700, 3.2010, -2.8934], [3.5958, 3.2539, -1.6200], [3.0855, 3.3379, -2.9373], [4.6397, 2.9987, -1.4165], [3.3536, 4.1781, -1.0966], [2.9861, 2.4740, -1.1337], [3.4366, 2.6248, -3.4779], [0.9318, 0.5544, 0.6417], [0.0972, 0.6478, -0.5076], [0.5476, -0.1598, 1.3783], [1.9201, 0.1830, 0.3204], [1.0330, 1.5222, 1.1324], [-0.6209, 0.0441, -0.3464]], "forces_ev_per_angstrom": [[0.1, -0.2, -0.1], [0.1, -0.6, -0.4], [0.0, -0.4, 0.5], [-0.2, 0.7, -0.2], [0.1, 0.1, -0.1], [-0.2, 0.1, 0.2], [0.2, -0.1, 0.2], [0.0, 0.4, -0.3], [0.0, 0.0, 0.3], [0.8, 0.5, -0.6], [-0.6, 1.4, -1.3], [0.2, -0.5, 0.9], [0.1, -0.5, 0.2], [-0.4, -0.2, 0.4], [-0.1, -0.4, 0.0], [-0.1, -0.4, 0.3], [-0.1, -0.2, 0.0], [0.2, 0.3, 0.0], [-0.4, 0.4, -0.2], [-0.4, 0.5, -0.5], [0.3, 0.3, -0.7], [0.2, -0.5, 0.6], [-0.1, -0.1, 0.1], [0.2, -0.1, 0.2], [0.0, -0.1, -0.1], [0.0, 0.0, -0.1], [0.1, -0.4, 0.7], [-0.5, 0.0, -0.4], [-0.4, -0.9, 0.8], [0.0, -0.7, 0.5], [0.4, 0.9, -0.6], [0.4, -0.1, 0.0], [-0.2, 0.2, 0.2], [-0.2, 0.1, 0.1], [0.1, 0.1, -0.2], [0.3, 0.4, -0.4], [-0.4, -0.5, 0.4], [-0.3, -0.9, -1.9], [0.0, 0.4, 0.4], [-0.2, 0.4, 0.3], [0.1, 0.2, 0.1], [0.3, 0.2, 0.1], [0.1, 0.2, 0.2], [0.6, -0.2, 0.1], [-0.4, 0.2, 0.2], [-0.2, 0.4, 0.1], [0.0, -2.2, 0.6], [-0.4, 0.4, 0.6], [-0.5, 2.0, -0.8], [0.3, -0.1, 0.1], [0.1, 0.1, -0.4], [0.4, 0.0, -0.2], [0.4, -0.1, 0.1], [-0.2, -0.5, -0.2], [-1.4, -0.8, 1.1], [0.8, 0.4, -0.4], [0.1, 0.2, -0.8], [0.1, 0.1, -0.2], [0.3, 0.1, 0.3], [0.0, 0.0, 0.1], [0.3, -0.3, -0.4], [0.6, 0.6, 0.4], [-0.1, 0.1, -0.1], [-0.2, 0.2, 0.2], [0.0, 0.1, -0.1], [-0.6, -0.7, -0.2]], "orbital_gap_ev": 9.23, "smiles": "CC(N)=O.CC(N)=O.CC(N)=O.CC(N)=O.CC(N)=O.CC(N)=O.CO.CO", "multiplicity": 1, "lumo_energy_ev": 0.2}



(3)
{"formula": "C10H24BiN4O7", "method": "wB97M-V/def2-TZVPD", "species": ["O", "H", "Bi", "N", "N", "N", "N", "O", "O", "O", "O", "C", "C", "C", "C", "C", "H", "H", "H", "C", "H", "H", "H", "C", "C", "H", "H", "H", "H", "H", "H", "H", "H", "C", "H", "H", "H", "O", "H", "H", "C", "O", "H", "H", "H", "H"], "positions_angstrom": [[-0.0388, -0.8556, -3.2484], [-0.6044, -1.5540, -3.6665], [1.5768, 0.5334, -0.3110], [1.8033, -1.8584, -1.2908], [-0.3370, -1.8713, -0.0121], [0.7499, 2.7824, -0.1641], [-0.8868, 1.3308, 0.8360], [2.7533, -1.7443, -2.1286], [1.4477, 3.5272, -1.1147], [-1.7905, 0.4845, 1.5491], [-1.4831, -1.8527, 0.5596], [0.0517, -3.1115, -0.4135], [1.2974, -3.1209, -1.0515], [-0.0414, 3.4657, 0.6504], [-1.0074, 2.6067, 1.2531], [2.0346, -4.3207, -1.5283], [2.0586, -4.3494, -2.6355], [1.5535, -5.2494, -1.1862], [3.0788, -4.3468, -1.1550], [-0.7576, -4.3087, -0.1225], [-1.7178, -4.2965, -0.6468], [-0.9554, -4.3839, 0.9485], [-0.2556, -5.2324, -0.4202], [0.1428, 4.8848, 0.9929], [-1.9131, 3.0842, 2.3447], [0.7369, 5.3987, 0.2338], [0.6770, 4.9760, 1.9515], [-0.7946, 5.4382, 1.1164], [-2.5918, 2.3060, 2.7337], [-2.5329, 3.9463, 2.0078], [-1.3104, 3.4683, 3.1994], [1.6413, 2.8251, -1.8171], [-1.7131, -0.4499, 1.1026], [-1.7182, 0.1867, -2.9034], [-1.5204, 0.6389, -3.8392], [-1.6171, 0.7901, -2.0028], [-2.0702, -0.7971, -2.7765], [1.8040, 1.2847, -2.2423], [0.9491, -1.0008, -3.4653], [1.4032, 1.1841, -3.1563], [0.9955, -0.9350, 2.8344], [1.6287, -0.0307, 1.9420], [1.1016, -1.9452, 2.4219], [-0.0607, -0.6800, 2.9883], [1.5649, -0.8373, 3.7634], [1.8793, 0.8184, 2.3349]], "forces_ev_per_angstrom": [[3.6, -2.2, -1.1], [1.4, 0.7, 0.3], [-1.1, -1.3, -2.2], [0.9, -0.4, -0.5], [-1.1, -0.3, 0.5], [-0.4, 2.5, -0.5], [-2.6, 1.0, 2.4], [-0.4, -0.3, 0.8], [-0.1, -0.1, 0.8], [1.6, 0.7, -1.3], [0.6, 0.1, -0.3], [0.4, 0.9, 0.3], [0.5, 1.4, -0.3], [2.5, -1.1, -1.7], [-0.3, -4.0, 0.5], [0.2, -0.6, -0.3], [0.1, 0.1, 0.5], [0.2, 0.5, -0.1], [-0.5, 0.3, -0.3], [-0.2, -0.8, 0.0], [0.0, 0.2, 0.2], [-0.2, 0.1, 0.0], [0.0, 0.3, 0.0], [-0.1, 1.1, -0.4], [-0.5, 0.4, 0.4], [-0.1, -0.2, 0.1], [-0.1, -0.2, -0.2], [0.1, -0.3, -0.1], [0.5, 0.3, -0.4], [0.4, -0.6, 0.1], [-0.2, -0.3, -0.6], [0.0, 0.3, 0.5], [0.1, 0.7, 0.1], [-1.9, 2.3, 1.4], [-0.3, 0.3, -0.6], [0.0, -0.1, -0.2], [-0.8, -0.6, 0.0], [-0.7, 0.0, -1.8], [-1.9, -0.3, 0.1], [0.6, -0.1, 1.7], [0.0, -0.3, 1.3], [0.4, 0.5, -0.1], [0.0, 0.4, 0.1], [0.3, -0.1, -0.1], [-0.4, -0.5, 0.1], [-0.2, -0.4, 0.6]], "orbital_gap_ev": [6.07, 4.30], "multiplicity": 1, "charge": 1, "lumo_energy_ev": [-5.0, -5.1]}



(4)
{"formula": "C13H17HfIN2", "method": "wB97M-V/def2-TZVPD", "species": ["C", "C", "H", "H", "H", "H", "H", "H", "C", "C", "C", "C", "H", "H", "H", "H", "N", "C", "C", "N", "C", "C", "C", "H", "H", "C", "H", "H", "Hf", "I", "C", "H", "H", "H"], "positions_angstrom": [[1.5007, 3.0015, 1.7816], [3.0759, 0.4195, 0.1473], [0.6521, 3.6239, 1.6463], [2.4656, 3.1910, 1.2648], [1.7926, 2.4538, 2.6567], [2.8044, 0.3571, -0.8835], [3.6180, 1.3019, 0.5156], [3.0198, -0.2955, 0.9157], [-2.4287, 1.3933, 0.2447], [-3.7147, 1.0575, -0.2294], [-3.8541, -0.0423, -1.0770], [-2.7240, -0.7804, -1.3917], [-2.2793, 2.2501, 0.8985], [-4.5481, 1.6534, 0.0631], [-4.8297, -0.3268, -1.4841], [-2.7849, -1.6228, -2.0423], [-1.3082, 0.6862, -0.0756], [-1.4599, -0.4366, -0.8378], [-0.2972, -1.3159, -1.0317], [0.8970, -0.9297, -0.4678], [1.9492, -1.7760, -0.5604], [0.7452, -3.3756, -1.7955], [1.9413, -2.9717, -1.2288], [2.9062, -1.4430, -0.1795], [2.8721, -3.5197, -1.2617], [-0.3669, -2.5520, -1.6866], [-1.3242, -2.8427, -2.0898], [0.6818, -4.3246, -2.3125], [1.1517, 1.2586, 0.5760], [0.6189, 3.1014, -1.4387], [-0.0210, 0.7832, 2.5579], [-1.0545, 1.2038, 2.6188], [0.4705, 1.1288, 3.5012], [-0.1676, -0.3096, 2.6860]], "forces_ev_per_angstrom": [[2.2, 0.4, 1.4], [0.9, 3.5, 1.3], [-0.3, 0.9, 0.6], [-0.6, 0.4, -0.6], [-0.5, 0.6, 1.1], [0.8, -0.4, -0.6], [0.6, -0.2, -0.6], [0.4, -1.2, 0.6], [0.1, -0.7, -0.7], [1.5, -0.3, 0.1], [0.1, 0.3, 0.1], [1.2, 0.6, 0.8], [-0.1, -0.1, -0.2], [-0.4, 0.3, 0.2], [0.4, 0.2, 0.2], [-0.2, -0.3, -0.3], [-0.2, -0.8, 0.0], [-1.6, 0.8, -0.1], [1.3, -0.3, 0.4], [0.0, -0.4, -0.1], [-0.4, 0.2, -0.5], [-0.1, -0.1, -0.1], [-0.2, 0.0, 0.2], [-0.4, -0.7, -0.2], [-0.2, -0.3, -0.1], [-0.2, 0.6, 0.3], [0.2, -0.2, -0.1], [-0.1, 0.0, -0.1], [-4.4, -3.0, -3.5], [0.3, -0.5, 0.4], [-1.0, 0.9, 2.6], [0.9, 0.0, -0.5], [-0.1, -0.2, -0.9], [0.5, 0.1, -1.0]], "orbital_gap_ev": [3.91, 3.92], "multiplicity": 1, "charge": 2, "de_lowest_kcal_mol": 0.0, "lumo_energy_ev": [-11.9, -11.9]}



What did we get for electronic energy? Answer: -2204.1807; -1486.8028; -1355.0794; -959.9961 a.u., in the order shown.